DFT (ωB97M-V/def2-TZVPD) results for a structure of composition C13H14Br2CaI2N5OS3 in a non-equilibrium geometry.

Each line ends with the Löwdin charge.
Positions of all 41 atoms, in Å:
1 Ca -0.424 -0.971 -1.779  0.63
2 S 1.912 0.344 -1.371  0.45
3 C 1.711 2.014 -0.850  -0.67
4 C 2.815 2.883 -0.892  -0.04
5 C 2.757 4.181 -0.408  -0.15
6 C 3.954 5.022 -0.491  -0.14
7 N 4.905 5.675 -0.573  0.19
8 C 1.581 4.695 0.157  -0.18
9 C 0.469 3.890 0.187  -0.04
10 C 0.541 2.591 -0.317  -0.55
11 S -0.910 1.639 -0.288  0.98
12 C 1.513 6.047 0.700  -0.15
13 N 1.450 7.109 1.151  0.19
14 H 3.742 2.515 -1.311  0.12
15 H -0.460 4.279 0.601  0.13
16 Br 1.661 -3.101 0.153  0.57
17 C 2.561 -1.793 1.257  -1.02
18 Br 1.396 -0.462 2.042  0.59
19 H 3.290 -1.302 0.644  -0.02
20 H 2.987 -2.336 2.077  -0.01
21 I 0.333 -3.847 -3.675  0.81
22 C 0.054 -2.830 -5.499  -1.16
23 I -0.609 -0.859 -5.224  0.87
24 H -0.697 -3.357 -6.056  -0.03
25 H 1.001 -2.797 -6.006  -0.03
26 O -1.797 0.680 -2.397  -0.35
27 N -1.127 1.611 -1.987  -0.32
28 C -1.719 -3.735 3.334  -0.04
29 N -1.734 -3.525 1.886  -0.03
30 C -2.251 -2.475 1.273  -0.79
31 S -2.347 -2.432 -0.469  0.52
32 N -2.772 -1.556 2.085  -0.01
33 C -3.499 -0.328 1.712  -0.05
34 H -1.129 -4.623 3.545  0.10
35 H -2.728 -3.889 3.731  0.10
36 H -1.247 -2.897 3.847  0.09
37 H -1.409 -4.242 1.282  0.10
38 H -2.714 -1.748 3.068  0.11
39 H -3.518 -0.237 0.642  0.04
40 H -3.014 0.541 2.146  0.08
41 H -4.524 -0.374 2.073  0.10

Forces on the atoms, in the same order (eV/Å):
Ca 0.8076 -1.1550 0.3067
S -0.1226 0.5769 -0.2001
C 0.1311 0.0684 0.1598
C 0.1397 -0.0310 -0.0181
C 0.7931 0.3056 -0.1333
C 0.1617 0.0535 -0.0479
N -0.8752 -0.6068 0.0891
C 0.1582 0.9177 0.2897
C -0.3309 -0.1587 0.0246
C 0.0182 0.0130 0.0699
S -0.2350 -0.3818 0.0180
C 0.0792 0.1587 0.0773
N 0.0193 -0.9244 -0.4031
H 0.0137 0.0476 0.0156
H 0.1707 -0.1508 -0.1184
Br -0.1927 0.1668 -0.0655
C -0.4432 0.0826 0.2103
Br -0.0058 -0.2756 -0.0486
H 0.1663 0.2631 -0.2250
H 0.2406 -0.1887 0.2253
I 0.0157 -0.0530 0.3522
C 0.0610 0.0021 0.0979
I -0.1308 0.3791 0.1504
H -0.1633 -0.1826 -0.2162
H 0.2119 -0.0453 -0.1792
O -0.5460 0.5734 -0.2226
N -0.1611 0.5454 -0.1591
C 0.0149 -0.1949 -0.2981
N 0.1827 -0.1843 0.4967
C -0.5554 0.5322 -0.1270
S -0.0231 -0.0368 0.7553
N -0.3697 0.8761 -0.6224
C 0.2503 -0.5438 0.3544
H -0.0503 0.0446 -0.0447
H 0.0682 0.0352 -0.0807
H 0.0841 0.0553 -0.0027
H 0.3329 -0.5631 -0.3159
H -0.0527 0.0609 0.1720
H 0.0447 -0.0332 -0.4239
H 0.1043 0.0371 0.0470
H -0.0122 -0.0852 0.0403

Summary:
**Charge**: +1

DFT (ωB97M-V/def2-TZVPD) results for a structure of composition C40H35I2N5O2PSSe2Zr in a non-equilibrium geometry.

Each line ends with the Löwdin charge.
Positions of all 89 atoms, in Å:
1 Zr 0.970 0.110 -0.189  1.14
2 N 1.662 -0.836 4.478  0.10
3 C 1.934 -0.678 3.161  -0.82
4 S 1.636 -2.054 2.087  0.36
5 N 2.364 0.492 2.805  0.00
6 N 2.490 0.815 1.511  -0.16
7 C 3.543 1.531 1.222  -0.21
8 C 4.612 1.889 2.173  -0.19
9 C 5.913 1.502 1.891  -0.04
10 C 6.938 1.804 2.781  -0.06
11 C 6.646 2.503 3.948  -0.07
12 C 5.356 2.901 4.232  -0.06
13 C 4.348 2.595 3.333  -0.02
14 C 3.583 1.964 -0.173  -0.23
15 C 4.572 2.861 -0.557  0.02
16 C 4.616 3.293 -1.872  0.00
17 C 3.638 2.798 -2.743  -0.02
18 C 2.599 2.026 -2.253  -0.12
19 N 2.563 1.571 -0.987  -0.06
20 H 1.555 -1.751 4.849  0.08
21 H 1.907 -0.089 5.120  0.12
22 H 6.164 0.964 0.985  0.12
23 H 7.963 1.491 2.590  0.11
24 H 7.483 2.689 4.602  0.11
25 H 5.157 3.399 5.158  0.11
26 H 3.344 2.858 3.559  0.11
27 H 5.286 3.219 0.143  0.12
28 H 5.386 3.949 -2.235  0.12
29 H 3.640 3.072 -3.800  0.12
30 H 1.801 1.745 -2.899  0.11
31 Se -1.321 -0.750 1.095  0.35
32 P -1.771 1.383 1.435  0.27
33 Se -0.078 2.556 0.670  0.41
34 C -3.300 1.813 0.596  -0.41
35 C -4.507 1.291 1.102  -0.08
36 C -5.691 1.510 0.409  -0.06
37 C -5.668 2.246 -0.769  -0.07
38 C -4.483 2.768 -1.266  -0.07
39 C -3.301 2.597 -0.569  -0.10
40 C -1.946 1.679 3.207  -0.42
41 C -1.568 0.728 4.146  -0.10
42 C -1.598 1.077 5.503  -0.06
43 C -2.026 2.341 5.882  -0.07
44 C -2.385 3.303 4.949  -0.06
45 C -2.350 2.962 3.599  -0.08
46 H -4.491 0.747 2.024  0.11
47 H -6.637 1.172 0.796  0.11
48 H -6.594 2.400 -1.332  0.12
49 H -4.493 3.323 -2.204  0.11
50 H -2.383 3.053 -0.924  0.07
51 H -1.214 -0.245 3.843  0.05
52 H -1.253 0.398 6.255  0.10
53 H -2.054 2.568 6.929  0.11
54 H -2.686 4.283 5.287  0.11
55 H -2.605 3.736 2.863  0.12
56 I 3.286 -1.858 -0.117  0.39
57 I 4.706 -1.157 -2.343  0.10
58 C -3.716 -5.043 -0.554  -0.04
59 C -2.453 -5.081 -1.369  -0.23
60 C -1.643 -6.196 -1.316  -0.05
61 C -0.432 -6.283 -2.015  -0.06
62 C -0.029 -5.207 -2.791  -0.02
63 C -0.820 -4.068 -2.825  -0.20
64 N -0.225 -2.934 -3.417  0.09
65 C -0.838 -1.978 -4.190  -0.20
66 C -1.686 -2.333 -5.243  0.00
67 C -2.176 -1.342 -6.039  -0.06
68 C -1.979 0.021 -5.784  -0.07
69 C -1.250 0.389 -4.682  -0.01
70 C -0.658 -0.605 -3.890  -0.08
71 C 0.050 -0.259 -2.660  -0.54
72 O 0.924 -1.028 -2.082  -0.27
73 O -0.114 0.844 -2.036  -0.19
74 C -2.025 -3.966 -2.110  -0.14
75 C -2.775 -2.666 -2.006  -0.03
76 H -3.975 -6.022 -0.176  0.07
77 H -4.543 -4.677 -1.173  0.09
78 H -3.614 -4.360 0.301  0.09
79 H -1.920 -7.021 -0.671  0.11
80 H 0.183 -7.153 -1.904  0.10
81 H 0.915 -5.221 -3.312  0.11
82 H 0.576 -2.605 -2.879  0.12
83 H -1.825 -3.380 -5.452  0.13
84 H -2.760 -1.618 -6.921  0.12
85 H -2.414 0.746 -6.447  0.10
86 H -1.095 1.417 -4.422  0.12
87 H -3.541 -2.542 -2.782  0.10
88 H -2.108 -1.810 -2.089  0.06
89 H -3.294 -2.577 -1.053  0.06

Forces on the atoms, in the same order (eV/Å):
Zr -0.3594 -0.1929 0.3451
N 0.0821 0.2984 -0.1006
C -0.0617 0.0589 -0.6026
S -0.2365 0.3920 0.0589
N -0.2787 0.0335 1.2054
N 0.9006 -0.0738 -0.6088
C -1.3546 -0.6181 -0.1788
C 0.0719 -0.0739 -0.1845
C 0.7203 -0.1324 0.0251
C -0.2333 0.0589 0.0495
C 0.7166 -0.4086 -0.4039
C 0.1809 -0.2728 -0.3530
C 0.0647 0.0086 0.3909
C -0.0381 0.5207 0.0904
C -0.4673 -0.0851 -0.9422
C -0.8302 -0.9067 -0.4529
C 0.2050 0.6730 -0.0707
C 0.8024 -0.1596 0.3636
N 0.7674 0.6265 -0.1927
H -0.0522 -0.5198 0.1464
H -0.0249 -0.1756 -0.3441
H -0.1702 -0.0888 -0.0761
H -0.2690 0.0427 -0.0716
H -0.1264 0.2259 0.3393
H -0.2544 0.3103 0.2584
H -0.6606 0.2239 0.1168
H 0.3608 0.0770 0.5019
H 0.1738 0.1890 0.0054
H -0.0556 -0.0714 0.3954
H -0.4723 -0.2296 -0.2366
Se 0.2432 0.6140 -0.3386
P 0.3723 -0.1225 -0.2899
Se -0.1147 -0.4520 0.0343
C -0.5952 0.3686 -0.1116
C 0.4199 0.4723 -0.7162
C 0.3659 0.3289 0.1541
C -0.3393 -0.0765 -0.4801
C -0.2005 0.2024 -0.1771
C 0.2057 -0.4443 0.3733
C -0.1412 0.2377 -0.1519
C 0.0700 0.4006 0.6617
C -0.1358 0.3361 -0.8508
C 0.1764 -0.2293 -0.0221
C -0.0203 -0.5827 -0.4180
C -0.0371 0.5668 0.1348
H -0.1105 -0.3246 0.3702
H -0.0903 -0.2292 0.1125
H 0.3305 -0.0456 0.2822
H 0.0383 -0.0593 0.2962
H -0.0211 -0.1797 0.0001
H -0.0031 -0.0940 -0.0713
H -0.0114 -0.4080 0.2109
H -0.0062 0.1985 0.3676
H -0.0490 0.0861 -0.1541
H 0.0737 -0.4739 0.1687
I 0.2130 0.2080 0.0920
I 0.1406 -0.0372 -0.2808
C -0.1041 0.5527 -0.2364
C 0.1436 0.2464 -0.0622
C 0.7425 -0.6269 -0.1492
C -0.6845 0.6273 0.2275
C -0.3004 -0.5609 0.4186
C -0.3081 0.0191 0.1693
N 0.5817 0.3678 -0.2230
C 0.0893 -0.1170 0.6524
C 0.5918 -0.0367 0.2974
C -0.8474 0.1534 -0.8898
C 0.0630 -0.1723 0.1468
C 0.0817 -0.3301 -0.0294
C 0.4658 -0.2966 0.5472
C 0.3590 0.5288 0.0264
O -0.1925 0.2024 0.5748
O -0.1919 0.0054 0.1971
C 0.1234 -0.1946 0.0674
C -0.2276 0.1619 -0.1716
H -0.0148 -0.2151 0.0630
H 0.0244 -0.0776 0.2211
H -0.0599 -0.1262 -0.1449
H -0.1276 -0.0576 -0.0656
H 0.1914 -0.2999 -0.0704
H 0.0554 0.0415 -0.1539
H -0.4420 -0.1055 -0.3896
H -0.1447 -0.1215 -0.0989
H 0.1439 0.0597 0.2929
H -0.0326 0.2159 -0.0777
H 0.0037 0.3723 0.0822
H 0.1292 -0.0920 -0.0023
H -0.0501 -0.0436 0.0628
H 0.0633 -0.0718 0.0485

Summary:
**Charge**: +1

DFT (ωB97M-V/def2-TZVPD) results for the ion C6H12F3N2 with charge +1 in a non-equilibrium geometry.

Each line ends with the Löwdin charge.
Positions of all 23 atoms, in Å:
1 C -0.746 1.696 1.061  -0.02
2 C -0.422 0.818 -0.139  -0.27
3 C -1.678 0.258 -0.820  -0.11
4 C -1.828 -1.146 -0.235  -0.12
5 C -0.382 -1.611 -0.148  -0.09
6 N 0.354 -0.407 0.257  -0.09
7 F 0.569 -0.437 1.624  0.06
8 C 1.998 -0.473 -0.398  -0.21
9 F 2.293 -1.724 -0.057  0.12
10 N 3.057 0.354 -0.046  0.10
11 F 2.973 1.609 -0.597  0.01
12 H 0.152 2.022 1.581  0.09
13 H -1.392 1.183 1.768  0.10
14 H -1.261 2.584 0.706  0.10
15 H 0.202 1.387 -0.836  0.15
16 H -1.541 0.207 -1.900  0.13
17 H -2.546 0.879 -0.616  0.13
18 H -2.422 -1.800 -0.867  0.13
19 H -2.284 -1.114 0.754  0.13
20 H -0.202 -2.409 0.573  0.15
21 H -0.015 -1.931 -1.125  0.15
22 H 1.773 -0.385 -1.469  0.18
23 H 3.348 0.442 0.928  0.18

Forces on the atoms, in the same order (eV/Å):
C 0.1918 -0.0498 0.0794
C -0.4850 0.7680 -0.0903
C -0.0358 -0.1479 -0.0308
C 0.0343 0.0958 -0.0762
C -0.7816 -0.7724 0.1386
N 2.6587 0.5247 -0.3380
F -0.1425 -0.1227 0.1162
C -0.5063 -0.4058 -0.8091
F 0.1200 0.0486 0.3138
N -0.7666 -0.2845 0.5691
F -0.2612 -0.0327 -0.0069
H 0.0158 0.0207 0.0346
H -0.0502 -0.0241 0.0338
H -0.0439 0.0290 -0.1148
H 0.0545 -0.1881 0.0820
H -0.0126 0.0003 -0.0216
H 0.0495 0.0898 -0.0320
H -0.0048 -0.0487 0.0350
H 0.0200 -0.0304 0.0132
H 0.1644 0.1520 -0.0917
H 0.1059 0.1493 0.0292
H -0.1386 0.2483 0.2914
H -0.1860 -0.0194 -0.1248

Summary:
**SMILES**: C[C@@H]1CCC[N@@+]1(F)[C@H](F)NF
**Charge**: +1

DFT (ωB97M-V/def2-TZVPD) results for a structure of composition C15H35CaFN5O5 in a non-equilibrium geometry.

Each line ends with the Löwdin charge.
Positions of all 62 atoms, in Å:
1 Ca -19.404 -3.189 26.514  1.61
2 F -18.242 -4.740 25.298  -0.57
3 C -15.376 -1.031 26.702  0.00
4 C -16.257 -2.207 26.537  -0.57
5 O -17.411 -2.034 26.864  -0.11
6 N -15.781 -3.345 26.052  0.05
7 C -14.469 -3.471 25.497  -0.06
8 H -14.758 -0.739 25.854  0.09
9 H -14.628 -1.065 27.494  0.10
10 H -15.903 -0.120 26.985  0.09
11 H -16.431 -4.119 26.029  0.10
12 H -14.518 -3.995 24.543  0.09
13 H -13.757 -4.084 26.049  0.09
14 H -13.880 -2.570 25.324  0.09
15 C -20.851 -7.440 24.544  0.01
16 C -19.979 -8.245 25.438  -0.59
17 O -20.276 -9.398 25.767  0.03
18 N -18.893 -7.645 25.869  0.03
19 C -17.864 -8.308 26.726  -0.04
20 H -21.794 -7.146 25.003  0.09
21 H -21.042 -8.040 23.655  0.10
22 H -20.329 -6.513 24.306  0.04
23 H -18.772 -6.668 25.639  0.07
24 H -16.979 -7.674 26.780  0.06
25 H -17.715 -9.376 26.563  0.09
26 H -18.249 -8.264 27.744  0.07
27 C -22.794 -3.373 23.327  0.03
28 C -21.378 -3.694 23.734  -0.56
29 O -21.029 -3.637 24.850  -0.09
30 N -20.536 -4.301 22.827  0.04
31 C -20.796 -4.539 21.402  -0.05
32 H -22.960 -2.467 22.744  0.10
33 H -23.384 -3.460 24.240  0.09
34 H -23.155 -4.228 22.755  0.08
35 H -19.629 -4.461 23.240  0.09
36 H -21.832 -4.808 21.194  0.08
37 H -20.130 -5.259 20.928  0.09
38 H -20.677 -3.613 20.838  0.09
39 C -16.710 -4.298 21.788  0.02
40 C -16.079 -5.634 22.316  -0.55
41 O -15.189 -6.159 21.713  0.06
42 N -16.510 -6.106 23.520  0.00
43 C -15.785 -7.086 24.270  -0.08
44 H -16.099 -3.438 22.062  0.07
45 H -17.737 -4.178 22.134  0.04
46 H -16.727 -4.373 20.701  0.08
47 H -17.289 -5.678 24.001  0.06
48 H -16.412 -7.946 24.501  0.07
49 H -15.563 -6.563 25.201  0.07
50 H -14.925 -7.529 23.768  0.10
51 C -19.163 -4.735 30.448  0.02
52 C -18.101 -4.585 29.396  -0.50
53 O -18.456 -4.256 28.250  -0.16
54 N -16.854 -4.887 29.745  0.06
55 C -15.646 -4.584 28.978  -0.02
56 H -19.523 -3.728 30.660  0.10
57 H -18.922 -5.237 31.385  0.09
58 H -19.993 -5.242 29.956  0.10
59 H -16.776 -4.918 30.752  0.15
60 H -15.700 -5.023 27.981  0.07
61 H -14.796 -5.103 29.420  0.10
62 H -15.460 -3.516 28.860  0.09

Forces on the atoms, in the same order (eV/Å):
Ca 1.0523 -1.2394 -0.9074
F -0.5598 0.7246 0.4817
C 1.6149 1.8462 0.1981
C 2.0745 0.5300 -0.5152
O -3.4643 -0.3193 0.4686
N 0.2482 0.8553 0.3750
C 1.5491 -1.1256 -0.9596
H -0.2544 -0.3391 -0.3498
H 0.0380 -0.8438 0.2288
H -0.6233 -0.3732 -0.2405
H -0.3221 -0.2347 -0.5030
H -0.2396 0.1400 -0.1890
H -0.3645 -0.2317 0.6842
H -0.8130 0.3215 0.0933
C -0.0197 0.7269 -0.4530
C -1.5727 -2.3731 0.6952
O 0.2668 0.6368 -0.3132
N 2.6173 0.3442 0.7075
C -1.5621 1.0837 0.8676
H -0.0327 -0.3734 0.1373
H -0.1021 0.2155 -0.0283
H -0.1202 0.0261 -0.4199
H 0.3683 0.0609 0.0266
H 0.1305 -0.4049 -0.5672
H 0.1268 0.3349 -0.7415
H -0.1132 -0.1645 0.2785
C -0.1719 -0.9927 0.1036
C -1.0668 -1.9833 -6.5570
O 2.0139 1.4255 6.4871
N -1.0966 0.7525 0.2072
C -0.1247 0.9829 -0.2895
H 0.1382 -0.0055 0.2636
H -0.0197 0.7455 -0.0195
H 0.0333 0.1221 -0.4054
H 0.2003 -0.3198 -0.2155
H 0.0942 -0.4077 0.4096
H -0.0067 -0.1462 0.5852
H 0.2403 0.1549 -0.0312
C -0.0617 -1.3669 0.0974
C -0.9237 1.4287 0.6279
O 1.1841 -0.5774 -0.9041
N -0.3308 0.4800 -1.0785
C -0.4337 -0.5844 0.4456
H -0.0186 -0.1211 0.1577
H 0.0514 0.2022 0.1505
H 0.0634 0.0513 0.0628
H 0.0562 0.3180 -0.0044
H -0.1774 0.0545 0.1061
H 0.6769 -0.5411 0.3453
H 0.0957 0.7597 -0.0999
C -0.4902 0.2477 -0.2140
C -0.5516 -0.5322 -0.2257
O 0.2903 0.0244 0.2870
N 0.1977 0.7253 0.3669
C 0.0362 -0.7070 -0.4580
H -0.0168 0.0647 0.1967
H 0.2731 0.0300 -0.2242
H 0.0007 -0.1437 0.1815
H 0.4430 -0.3209 -0.0809
H -0.3830 0.0770 0.0680
H -0.1095 0.3194 0.3451
H -0.0284 -0.0403 0.2581

Summary:
**Charge**: +1

We obtain HOMO-LUMO gap values of 6.23 6.00 12.29 7.85 eV for the records listed above, in that order.